The following is a DFT calculation (ωB97M-V/def2-TZVPD) of a molecular structure, C35H23N5O5Pt.

Properties
**M**: 788.68 g mol⁻¹
**Spin multiplicity**: 3
**Frontier orbital gap (spin up / spin down)**: 0.24974 / 0.24473 Eh
**ΔE to the lowest compared entry with this formula, charge and spin**: 0.554 eV

Positions of all 69 atoms, in Å:
Pt  -1.66  1.77  1.18
C  4.69  -7.28  -6.96
O  3.34  -7.37  -6.55
C  2.85  -6.37  -5.79
C  1.52  -6.50  -5.39
C  0.92  -5.53  -4.61
C  1.63  -4.40  -4.20
C  2.96  -4.28  -4.61
C  3.57  -5.24  -5.39
C  1.05  -3.35  -3.38
N  1.67  -2.26  -3.00
C  0.77  -1.56  -2.26
C  -0.43  -2.23  -2.18
N  -0.24  -3.38  -2.91
C  -1.56  -1.73  -1.47
C  -2.80  -2.38  -1.35
C  -3.80  -1.77  -0.63
C  -3.56  -0.54  -0.03
N  -2.40  0.08  -0.13
C  -1.40  -0.48  -0.85
C  -0.16  0.26  -0.96
N  -0.12  1.48  -0.39
C  1.00  2.18  -0.46
C  2.16  1.69  -1.06
C  2.14  0.45  -1.65
C  0.94  -0.28  -1.63
H  4.88  -8.17  -7.55
H  5.37  -7.24  -6.11
H  4.86  -6.40  -7.59
H  0.97  -7.38  -5.71
H  -0.12  -5.67  -4.32
H  3.51  -3.40  -4.29
H  4.60  -5.11  -5.69
H  -0.92  -4.10  -3.07
H  -2.96  -3.34  -1.81
H  -4.77  -2.24  -0.52
H  -4.32  -0.03  0.55
H  0.98  3.18  -0.06
H  3.06  2.29  -1.05
H  3.01  0.03  -2.13
O  -3.10  5.62  -0.33
C  -2.41  4.78  0.23
O  -2.56  3.51  0.12
C  -1.24  5.30  1.08
C  -0.94  6.65  1.14
C  0.16  7.10  1.86
C  0.98  6.20  2.53
C  0.68  4.85  2.47
C  -0.44  4.42  1.77
N  1.56  3.88  3.11
O  1.37  2.70  2.88
O  2.45  4.30  3.82
H  -1.58  7.35  0.60
H  0.38  8.15  1.90
H  1.85  6.54  3.07
H  -0.72  3.35  1.78
C  -2.18  1.50  3.07
C  -2.17  1.60  4.28
C  -2.16  1.65  5.71
C  -2.10  0.47  6.46
C  -2.07  0.53  7.84
C  -2.09  1.75  8.50
C  -2.15  2.92  7.76
C  -2.17  2.88  6.38
H  -2.09  -0.47  5.94
H  -2.03  -0.39  8.41
H  -2.07  1.79  9.58
H  -2.17  3.88  8.27
H  -2.21  3.79  5.80